(1)
Below is 11 unconnected molecules or ions with the total composition C22H66O22 at a distorted geometry, with properties calculated with wB97M-V/def2-TZVPD.

The energy above the lowest of the compared OMol25 structures with the same formula, charge and spin comes out at 4.224 eV. The calculation puts the gap between HOMO and LUMO (spin up / spin down) at 1.428 / 9.704 eV.

ORCA input file:
```
! wB97M-V def2-TZVPD RIJCOSX def2/J DEFGRID3
* xyz -1 2
H 2.743 -8.562 8.632
H 9.928 -2.267 12.053
H 1.553 -7.202 13.283
H 7.119 -10.085 10.078
H 7.266 -6.680 10.634
H 9.530 -6.044 11.333
O 4.167 -4.785 5.517
C 9.455 -11.838 8.210
H 5.995 -4.946 1.867
H 10.086 -4.644 7.645
H 7.752 -10.471 6.895
H 9.051 -4.940 13.756
H 6.775 -9.547 13.259
C 6.156 -0.471 8.752
H 5.377 -1.090 9.198
H 5.093 -8.298 6.801
C 10.201 -10.538 7.882
H 6.532 -5.673 4.532
H 7.659 -11.702 12.400
H 4.876 -2.853 2.689
H 11.032 -10.530 8.587
H 3.808 -9.330 6.388
O 4.104 -7.115 9.076
H 9.968 -12.796 8.130
H 11.449 -4.239 6.455
C 9.751 -5.166 11.940
H 8.647 -0.102 7.884
H 5.005 -6.785 9.057
C 7.625 -10.319 4.276
H 8.650 -7.047 8.866
H 7.951 -4.056 11.430
H 9.270 -3.640 10.510
H 7.362 -8.297 5.017
C 5.889 -4.764 2.937
C 11.093 -4.852 7.284
H 4.468 -9.094 8.875
H 10.111 -8.664 8.358
H 8.211 -9.078 12.314
O 5.714 -0.062 7.388
O 9.290 -2.887 12.414
H 7.868 -6.548 6.513
H 10.812 -5.072 12.174
H 9.209 -11.885 9.271
O 8.328 -12.120 7.440
C 3.416 -2.655 6.472
O 7.335 -9.675 6.558
H 7.270 -7.885 8.960
H 4.979 -0.651 7.205
H 5.660 -3.063 4.138
C 7.187 -9.446 12.254
O 5.408 -6.536 12.960
O 8.569 -0.558 8.726
O 9.553 -9.443 8.296
C 9.018 -3.866 11.546
C 7.086 -10.943 11.869
C 11.492 -6.330 7.075
H 8.856 -11.630 4.974
O 6.855 -5.568 3.634
H 4.118 -5.709 5.771
C 4.009 -8.377 6.877
H 12.573 -6.283 6.947
O 3.403 -1.907 7.680
O 7.413 -4.882 7.324
H 11.054 -6.649 6.129
H 12.113 -7.153 8.735
H 8.961 -8.941 5.361
O 2.472 -7.141 13.013
C 4.053 -4.050 6.744
O 3.489 -7.291 6.242
H 5.061 -3.858 7.109
O 7.370 -10.947 10.417
H 2.431 -2.677 6.006
H 4.007 -2.177 5.691
H 4.959 -5.963 14.811
H 6.228 -6.476 6.948
H 2.545 -7.457 6.197
C 7.580 -6.856 8.783
C 7.903 -9.196 5.314
H 4.885 -6.203 12.228
H 7.719 -12.644 7.966
H 7.540 -2.117 9.418
O 9.000 -5.587 13.049
C 3.794 -8.374 8.411
H 6.173 0.468 9.305
O 11.300 -7.198 8.226
C 5.787 -3.303 3.082
H 10.439 -10.647 6.824
H 3.184 -5.198 13.559
O 6.868 -2.638 2.437
H 6.236 -7.813 11.801
O 8.772 -11.154 4.144
H 7.338 -9.988 3.278
C 3.187 -6.250 13.844
H 4.875 -5.080 3.179
C 7.221 -6.261 7.342
H 2.660 -2.259 8.176
H 11.514 -3.278 8.380
O 6.407 -8.644 11.353
H 6.819 -10.986 4.581
H 4.800 -7.685 14.499
H 6.910 -2.736 1.483
O 11.711 -4.217 8.403
C 4.596 -6.695 14.090
H 7.283 -1.993 7.746
H 6.824 -4.636 8.041
H 2.726 -6.377 14.824
C 7.400 -1.372 8.635
H 6.057 -11.269 12.018
O 6.871 -6.254 9.870
H 3.449 -4.532 7.513
*
```

=====

(2)
Below is a molecular structure, C2H2Ag2Cl6F4V at a distorted geometry, with properties calculated with wB97M-V/def2-TZVPD.

The energy above the lowest of the compared OMol25 structures with the same formula, charge and spin comes out at 1.542 eV. The calculation puts the gap between HOMO and LUMO (spin up / spin down) at 8.401 / 3.223 eV.

ORCA input file:
```
! wB97M-V def2-TZVPD RIJCOSX def2/J DEFGRID3
* xyz 2 6
Cl -2.870 -2.533 -2.450
Cl -1.103 0.222 2.781
Cl -2.350 2.608 1.866
C -0.796 1.856 2.208
H -1.320 -0.992 -1.510
F 3.783 -0.410 -0.477
F 1.135 0.092 -0.296
F 2.447 0.740 -2.789
Cl -3.430 0.143 -1.285
Cl 0.177 2.819 3.291
Ag 2.857 1.781 -0.730
F 1.973 -2.666 -0.220
V 2.015 -1.191 -1.944
C -2.344 -1.292 -1.291
Cl -2.305 -2.034 0.304
H -0.275 1.844 1.251
Ag 2.406 -0.987 1.291
*
```

=====

(3)
Below is a gas-phase ion, C6H5ClF3N2O2 (charge -1) at a distorted geometry, with properties calculated with wB97M-V/def2-TZVPD.

The energy above the lowest of the compared OMol25 structures with the same formula, charge and spin comes out at 3.013 eV. The calculation puts the gap between HOMO and LUMO (spin up / spin down) at 6.518 / 6.512 eV.

ORCA input file:
```
! wB97M-V def2-TZVPD RIJCOSX def2/J DEFGRID3
* xyz -1 1
H -0.904 1.845 -0.236
H -2.673 -1.337 0.501
C -0.467 1.058 -0.728
H -3.073 0.099 -0.342
C -2.584 -0.355 0.480
F 2.914 1.520 0.666
F 1.661 3.190 0.562
H -0.723 0.967 -1.916
C 0.941 1.259 -0.650
Cl 1.942 0.670 -1.926
N -0.299 -1.083 0.274
C -1.082 -0.230 0.037
C 1.141 -2.955 -0.189
H -2.667 0.140 1.428
C 1.625 1.798 0.512
N 0.789 -1.443 0.446
F 1.035 1.546 1.704
O 0.748 -3.727 0.613
O 1.675 -2.959 -1.237
*
```

=====

(4)
Below is 2 unconnected molecules or ions with the total composition C3H4N2S at a distorted geometry, with properties calculated with wB97M-V/def2-TZVPD.

The energy above the lowest of the compared OMol25 structures with the same formula, charge and spin comes out at 4.682 eV. The calculation puts the gap between HOMO and LUMO at 7.569 eV.

ORCA input file:
```
! wB97M-V def2-TZVPD RIJCOSX def2/J DEFGRID3
* xyz 0 1
S 1.392 2.197 -1.011
H 1.335 -1.281 0.637
H 0.220 0.261 -1.994
H -1.141 -1.532 -0.842
H -1.709 -0.998 0.488
C 0.076 0.546 1.384
C 0.116 -0.034 0.099
N 0.165 0.838 2.489
N -1.066 -0.724 -0.252
C 0.612 0.727 -0.997
*
```

=====

(5)
Below is a molecular structure, C26H37ClN8O3PdS at a distorted geometry, with properties calculated with wB97M-V/def2-TZVPD.

The energy above the lowest of the compared OMol25 structures with the same formula, charge and spin comes out at 0.415 eV. The calculation puts the gap between HOMO and LUMO (spin up / spin down) at 5.339 / 5.339 eV.

ORCA input file:
```
! wB97M-V def2-TZVPD RIJCOSX def2/J DEFGRID3
* xyz -2 1
H 11.276 6.477 10.114
H 17.036 11.599 6.231
H 15.556 11.950 8.057
H 6.925 11.419 15.645
C 8.099 9.451 14.464
H 13.872 5.626 9.995
C 10.968 5.351 13.630
C 8.729 11.896 10.436
H 8.627 8.587 14.894
H 14.981 11.365 10.401
H 11.596 9.200 14.036
H 6.141 12.395 14.341
H 10.351 4.457 13.724
H 11.293 7.749 14.968
H 8.943 6.725 11.299
O 17.754 9.603 12.968
C 10.513 12.185 12.063
H 10.960 12.301 13.036
C 8.099 12.440 12.805
N 15.356 7.616 12.223
C 12.410 4.912 13.295
N 10.302 8.654 12.112
C 18.266 10.450 10.269
H 9.330 10.920 15.573
C 16.301 11.511 8.670
H 18.527 10.918 6.382
C 17.512 11.172 8.105
H 13.016 5.840 13.258
H 12.623 7.827 13.789
H 12.360 4.410 12.350
H 9.817 10.685 13.955
Pd 12.398 10.659 10.192
H 11.557 12.744 8.943
N 15.186 9.878 12.598
H 19.028 10.030 10.921
C 10.739 7.694 12.845
C 18.535 10.677 8.916
C 11.617 8.119 13.999
C 15.017 6.500 11.546
H 9.357 11.453 8.518
C 8.913 10.761 14.548
O 7.125 13.120 12.551
C 9.654 11.788 9.503
H 6.446 13.661 16.463
H 9.132 5.083 11.773
Cl 12.009 9.514 7.896
H 12.691 7.913 9.630
C 14.105 6.491 10.537
C 17.034 10.759 10.805
C 9.163 12.123 11.807
O 16.598 11.705 13.242
C 14.787 8.771 11.899
C 9.653 5.948 11.513
H 19.506 10.483 8.582
H 11.118 4.771 10.549
H 7.898 9.192 13.382
H 7.669 11.890 10.252
C 11.075 12.151 9.777
N 17.841 11.525 6.791
S 16.676 10.455 12.576
H 7.390 14.288 15.118
H 7.165 9.450 15.044
C 15.998 11.264 10.021
H 15.584 5.599 11.853
C 13.490 7.712 10.366
N 11.442 12.363 11.065
H 10.927 5.833 14.569
C 7.313 13.482 15.828
H 9.686 8.339 11.339
H 8.230 13.376 16.436
N 13.842 8.883 10.867
C 10.572 5.670 10.344
C 7.057 12.265 14.933
H 9.973 5.390 9.471
H 12.872 4.152 13.983
N 8.204 11.928 14.113
N 10.444 6.339 12.693
*
```

=====

(6)
Below is a single C2H5N3O2 molecule at a distorted geometry, with properties calculated with wB97M-V/def2-TZVPD.

The energy above the lowest of the compared OMol25 structures with the same formula, charge and spin comes out at 7.331 eV. The calculation puts the gap between HOMO and LUMO at 8.757 eV.

ORCA input file:
```
! wB97M-V def2-TZVPD RIJCOSX def2/J DEFGRID3
* xyz 0 1
H -0.071 2.840 -0.494
H -0.604 -0.407 1.853
N -0.313 1.972 -0.049
C 0.194 0.925 0.234
H -1.104 -0.849 -1.034
N -1.423 -0.662 -0.096
H 1.342 -1.412 -1.226
O 1.967 0.319 -0.320
O 0.736 -1.373 0.697
C -0.349 -0.396 0.720
N 1.692 -1.027 -0.286
H -2.068 0.070 0.001
*
```

=====

(7)
Below is 2 unconnected molecules or ions with the total composition C4H6INO at a distorted geometry, with properties calculated with wB97M-V/def2-TZVPD.

The energy above the lowest of the compared OMol25 structures with the same formula, charge and spin comes out at 6.625 eV. The calculation puts the gap between HOMO and LUMO (spin up / spin down) at 8.079 / 8.043 eV.

ORCA input file:
```
! wB97M-V def2-TZVPD RIJCOSX def2/J DEFGRID3
* xyz 0 1
H -0.127 2.477 -0.945
H 1.506 2.019 -1.578
H -1.701 -3.494 0.977
N 1.056 0.907 1.025
H -0.226 2.099 -2.516
H -0.448 -3.129 -0.360
O 0.273 0.552 -1.197
C 0.371 1.916 -1.604
H 1.168 1.944 1.195
C -0.902 -2.864 0.580
I -0.976 -0.928 3.048
C 0.551 0.330 0.073
C -0.545 -1.829 1.303
*
```

=====

(8)
Below is a single C3H6S2 molecule at a distorted geometry, with properties calculated with wB97M-V/def2-TZVPD.

The energy above the lowest of the compared OMol25 structures with the same formula, charge and spin comes out at 0.265 eV. The structure (SMILES) is C1CSCS1. The calculation puts the gap between HOMO and LUMO at 9.448 eV.

ORCA input file:
```
! wB97M-V def2-TZVPD RIJCOSX def2/J DEFGRID3
* xyz 0 1
H 1.468 1.948 0.155
S 1.408 -0.425 0.065
H -0.155 -2.027 -0.829
S -1.467 -0.219 -0.101
C -0.553 1.354 0.288
C -0.155 -1.333 0.044
H -0.447 1.426 1.358
H -1.069 2.240 -0.093
H -0.297 -1.978 0.941
H 0.818 1.354 -1.372
C 0.813 1.203 -0.262
*
```

=====

(9)
Below is 7 unconnected molecules or ions with the total composition C42H85N10O at a distorted geometry, with properties calculated with wB97M-V/def2-TZVPD.

The calculation puts the gap between HOMO and LUMO at 7.838 eV.

ORCA input file:
```
! wB97M-V def2-TZVPD RIJCOSX def2/J DEFGRID3
* xyz 5 1
H 1.914 2.400 -5.304
C 0.200 2.766 4.690
H -4.124 -4.721 -7.510
H 0.161 3.647 -2.973
H 4.809 -1.318 5.504
N -1.940 -3.006 -3.531
H -0.503 -2.670 -2.001
C -1.861 2.891 -0.950
C -3.907 -3.870 1.842
C 3.767 -1.478 5.781
H -0.216 5.420 2.056
C 0.538 -5.601 5.398
C 2.838 2.252 -1.991
C -3.297 -4.355 -6.902
H 1.121 -0.934 4.989
H -1.531 5.417 3.236
H -1.409 -4.729 -4.656
H 2.993 4.843 -3.622
H -3.853 -3.641 -2.756
H 3.112 0.428 -4.038
N -0.630 2.322 3.700
C 3.682 -1.675 3.280
H -0.007 -3.878 -3.117
H 2.205 -2.086 0.244
C 3.136 -2.043 0.809
H -0.414 2.132 1.558
H -0.557 -1.505 -0.170
C -3.466 -4.031 -5.376
H -0.199 4.193 -0.081
C 4.251 1.756 -1.696
H -2.477 -4.772 -2.338
H -0.260 3.470 -5.944
H -1.448 4.158 -4.770
H -5.009 2.106 -0.493
C -3.297 -3.152 3.097
H 3.583 1.568 3.339
C -1.147 5.909 2.342
H 3.621 -0.192 7.766
H 4.748 -1.841 3.222
H 4.879 2.570 -1.336
N 2.806 -1.735 2.225
O 0.026 0.454 -0.005
H -4.129 -4.918 2.044
C 2.413 2.868 1.917
H 2.858 3.859 2.000
H 3.638 -3.010 0.848
C -2.370 -1.488 -3.647
H -2.288 0.582 1.157
H 0.980 -4.946 2.737
H -2.806 -3.500 -7.367
H 5.726 1.494 -3.371
H 4.248 1.097 -0.828
N 3.051 -1.463 4.463
C 1.369 3.009 4.106
C 0.472 3.452 -3.999
N -0.286 -4.929 4.309
H -3.332 -3.686 0.935
H 4.541 3.834 -3.602
H -4.163 -3.204 -5.241
H 2.285 3.379 4.544
H -1.199 -0.411 2.153
H -4.121 4.230 0.851
H 3.467 0.592 6.356
C -1.046 -3.933 2.381
N 1.246 2.853 2.773
H 4.110 1.582 -5.005
C -0.986 -0.515 -0.012
H 0.445 -2.169 -4.807
H -1.692 6.618 0.447
C -4.202 2.068 -1.224
H 0.540 -6.678 5.230
N -1.959 -3.708 3.337
C -1.212 3.847 -0.228
H -2.292 2.220 4.816
H -3.968 -3.446 3.905
C 3.475 3.886 -3.825
H -2.706 -5.264 -7.019
C -3.262 3.818 0.343
H -0.258 2.886 5.661
C -1.041 -0.724 -3.910
H -2.648 -1.063 1.158
H 0.962 -1.542 -3.289
N -2.146 4.571 0.462
N 2.866 2.455 -3.497
C 1.530 -1.430 2.825
H -1.126 2.372 -4.862
H -1.942 0.735 3.926
C -2.127 5.886 1.126
H 4.435 2.103 1.900
C -0.712 3.376 -4.957
H 2.610 3.234 -1.576
H -4.298 2.457 -2.238
H -2.563 2.150 3.015
H 1.110 1.327 -4.124
H 0.060 -5.372 6.351
C -1.537 -4.383 4.533
H -1.517 -3.167 -5.581
H -2.913 -1.329 -2.716
C -0.507 -2.911 -3.064
H -3.960 1.009 -1.316
H -3.827 -4.952 -4.918
H 2.069 2.717 0.894
C 1.560 2.308 -4.277
C 3.173 -0.365 6.787
H 3.336 0.850 1.768
C 3.744 1.316 -4.014
C -1.797 -0.388 1.243
C 4.846 1.039 -2.914
H -0.938 -0.375 -4.937
H -2.072 -4.503 5.464
H 2.009 1.592 -1.740
H 1.578 -5.300 5.522
H -4.881 -3.427 1.635
N -3.177 2.886 -0.611
C 3.459 1.804 2.282
C -1.993 -3.831 -4.859
C 0.005 -4.592 3.036
H 5.168 0.011 -2.751
H -0.920 0.183 -3.317
H -0.744 6.877 2.639
H -2.664 -3.248 -1.467
H 2.095 -0.434 6.931
H 3.781 -1.214 0.519
C -0.023 2.423 2.522
C 0.066 -1.790 -3.858
H -3.163 -2.071 3.053
C 1.771 -1.277 4.198
C -1.954 1.823 3.858
H 0.590 -1.287 2.314
H -1.133 -3.664 1.339
H -3.016 -1.350 -4.514
H -1.545 -0.462 -0.946
H 3.502 4.026 -4.905
H -1.600 2.115 -1.654
C -2.819 -3.741 -2.427
H 3.684 -2.472 6.220
H 0.986 4.363 -4.305
H -3.113 6.285 1.365
*
```

=====

Energy for every record listed, in sequence, given in eV: -68919.069, -121773.395, -34050.767, -16986.810, -72463.754, -10714.479, -15877.192, -24878.443, -61828.522.